1.
{
  "formula": "C36H47CrF12N4O6SSi2Te",
  "method": "ωB97M-V with the def2-TZVPD basis set",
  "symbols": ["Cr", "C", "C", "C", "C", "C", "N", "C", "C", "C", "C", "C", "C", "C", "C", "O", "C", "F", "F", "F", "C", "F", "F", "F", "C", "C", "C", "O", "C", "F", "F", "F", "C", "F", "F", "F", "H", "H", "H", "H", "H", "H", "H", "H", "H", "H", "H", "H", "C", "Si", "C", "C", "C", "Te", "C", "Si", "C", "C", "C", "H", "H", "H", "H", "H", "H", "H", "H", "H", "H", "H", "H", "H", "H", "H", "H", "H", "H", "H", "H", "H", "H", "C", "C", "S", "O", "O", "C", "C", "N", "C", "N", "C", "C", "N", "O", "O", "C", "H", "H", "H", "H", "H", "H", "H", "H", "H", "H", "H", "H", "H"],
  "coordinates": [[-0.618, -0.501, 0.159], [1.180, -5.175, 4.589], [0.556, -3.959, 3.962], [0.666, -2.701, 4.540], [0.115, -1.595, 3.925], [-0.580, -1.685, 2.713], [-1.044, -0.524, 2.065], [-1.846, 0.392, 2.707], [-2.306, 0.175, 4.024], [-2.976, 1.140, 4.741], [-3.250, 2.388, 4.194], [-3.966, 3.459, 4.970], [-2.905, 2.571, 2.866], [-2.269, 1.600, 2.094], [-2.121, 1.808, 0.579], [-2.097, 0.645, -0.143], [-0.802, 2.562, 0.264], [-0.700, 2.982, -0.996], [0.218, 1.638, 0.427], [-0.503, 3.581, 1.062], [-3.302, 2.638, -0.004], [-3.363, 2.544, -1.336], [-4.476, 2.222, 0.467], [-3.193, 3.960, 0.265], [-0.707, -2.958, 2.130], [-0.142, -4.059, 2.768], [-1.537, -3.150, 0.857], [-1.601, -2.071, 0.023], [-2.993, -3.464, 1.302], [-3.481, -2.448, 2.020], [-3.814, -3.650, 0.264], [-3.076, -4.566, 2.070], [-0.992, -4.304, -0.033], [0.306, -4.096, -0.284], [-1.106, -5.538, 0.500], [-1.627, -4.342, -1.208], [1.425, -4.996, 5.636], [2.103, -5.453, 4.075], [0.508, -6.033, 4.541], [1.196, -2.581, 5.479], [0.217, -0.622, 4.388], [-2.126, -0.783, 4.486], [-3.291, 0.915, 5.754], [-3.765, 3.372, 6.039], [-5.049, 3.398, 4.834], [-3.653, 4.455, 4.653], [-3.168, 3.514, 2.408], [-0.252, -5.042, 2.330], [-4.838, 0.700, -4.576], [-3.703, -0.573, -3.793], [-3.427, -1.975, -5.007], [-4.419, -1.212, -2.191], [-2.080, 0.271, -3.385], [-0.613, -1.081, -2.629], [0.967, -0.642, -3.993], [1.800, 1.033, -4.083], [3.316, 0.810, -5.154], [2.313, 1.641, -2.397], [0.626, 2.290, -4.851], [-5.822, 0.274, -4.786], [-4.425, 1.070, -5.517], [-4.978, 1.555, -3.911], [-4.384, -2.408, -5.308], [-2.822, -2.770, -4.567], [-2.921, -1.626, -5.910], [-5.244, -1.907, -2.361], [-4.787, -0.385, -1.579], [-3.662, -1.731, -1.599], [-2.240, 0.981, -2.576], [-1.626, 0.796, -4.225], [0.550, -0.906, -4.969], [1.739, -1.384, -3.762], [4.022, 0.163, -4.627], [3.804, 1.763, -5.366], [3.070, 0.337, -6.107], [3.193, 1.092, -2.056], [1.511, 1.513, -1.667], [2.565, 2.703, -2.448], [0.106, 1.885, -5.722], [1.182, 3.171, -5.179], [-0.126, 2.624, -4.133], [3.359, 4.194, -0.241], [3.452, 2.901, 0.555], [5.152, 2.545, 0.927], [5.855, 2.290, -0.300], [5.625, 3.574, 1.826], [5.114, 1.054, 1.900], [4.877, -0.288, 1.227], [3.609, -0.491, 0.526], [2.366, -0.376, 1.076], [1.452, -0.949, 0.309], [2.123, -1.490, -0.773], [3.456, -1.189, -0.677], [4.417, -1.441, -1.618], [5.655, -1.241, -1.360], [3.991, -1.892, -2.739], [2.111, 0.323, 2.362], [2.311, 4.416, -0.443], [3.883, 4.097, -1.191], [3.793, 5.024, 0.315], [3.064, 2.051, -0.005], [2.927, 2.983, 1.509], [4.464, 1.261, 2.749], [6.135, 1.031, 2.291], [4.956, -1.042, 2.017], [5.644, -0.491, 0.477], [1.663, -2.096, -1.528], [2.591, -0.196, 3.195], [1.041, 0.349, 2.537], [2.473, 1.353, 2.341]],
  "lowdin_spin": [2.863, 0.000, 0.002, 0.000, 0.002, 0.005, -0.007, 0.000, 0.005, -0.001, 0.007, 0.001, -0.001, 0.007, 0.006, 0.047, 0.003, 0.000, 0.009, 0.000, -0.001, 0.000, 0.000, -0.001, 0.003, 0.000, 0.008, 0.035, 0.000, 0.001, 0.000, 0.000, 0.001, 0.002, 0.001, 0.000, 0.000, 0.000, 0.000, 0.000, 0.000, 0.000, 0.000, 0.000, 0.000, 0.000, 0.000, 0.000, 0.000, 0.000, 0.000, 0.000, -0.001, -0.017, 0.000, 0.000, 0.001, 0.001, 0.000, 0.000, 0.000, 0.000, 0.000, 0.000, 0.000, 0.000, 0.000, 0.000, -0.001, 0.000, -0.001, 0.001, 0.001, 0.000, 0.000, 0.000, 0.000, 0.000, 0.000, 0.000, 0.000, 0.000, 0.000, 0.000, 0.000, 0.000, 0.001, 0.005, 0.041, 0.051, 0.013, 0.133, 0.028, 0.266, 0.237, 0.216, 0.008, 0.000, 0.000, 0.000, 0.000, 0.000, 0.000, 0.000, 0.003, 0.000, 0.009, 0.002, 0.000, 0.002],
  "orbital_gap_ev": [5.368, 7.436],
  "total_charge": -1,
  "multiplicity": 5,
  "s2": 6.042,
  "de_lowest_kj_mol": 0.0,
  "homo_energy_ev": [-3.234, -5.304]
}

***

2.
{
  "formula": "C36H47N2O7S",
  "method": "ωB97M-V with the def2-TZVPD basis set",
  "symbols": ["C", "C", "C", "N", "C", "C", "C", "O", "C", "O", "C", "C", "C", "C", "C", "C", "C", "C", "C", "S", "C", "C", "C", "C", "C", "C", "C", "C", "C", "O", "C", "C", "C", "O", "C", "C", "C", "C", "C", "C", "C", "N", "H", "H", "H", "H", "H", "H", "H", "H", "H", "H", "H", "H", "H", "H", "H", "H", "H", "H", "H", "H", "H", "H", "H", "H", "H", "H", "H", "H", "H", "H", "H", "H", "H", "H", "H", "H", "H", "H", "H", "H", "H", "H", "H", "H", "H", "H", "C", "O", "O", "O", "H"],
  "coordinates": [[-2.182, 5.343, 6.460], [-3.623, 4.607, 6.064], [-3.488, 2.974, 5.982], [-4.083, 2.450, 4.693], [-2.927, 1.970, 3.799], [-1.775, 3.092, 3.399], [-0.511, 2.653, 2.451], [0.500, 3.691, 2.152], [1.718, 3.352, 2.905], [2.895, 3.450, 2.240], [1.802, 2.917, 4.484], [2.557, 4.002, 5.505], [2.700, 3.610, 7.104], [2.161, 2.194, 7.776], [1.410, 1.120, 6.754], [1.251, 1.517, 5.139], [-0.352, 1.123, 1.831], [-1.575, 0.061, 2.250], [-2.840, 0.437, 3.221], [-1.389, -1.673, 1.468], [-0.778, -1.242, -0.291], [-1.334, -2.034, -1.615], [-2.434, -3.237, -1.358], [-1.838, -4.551, -0.579], [-0.482, -5.197, -1.245], [-0.443, -6.788, -0.731], [0.916, -4.522, -0.706], [-0.795, -1.572, -3.129], [-1.402, -2.354, -4.437], [-2.887, -2.258, -4.564], [-3.358, -0.894, -4.276], [0.310, -0.320, -3.215], [0.842, 0.165, -4.725], [1.418, -0.934, -5.517], [1.164, -0.782, -6.957], [0.859, 0.474, -1.849], [1.947, 1.739, -1.964], [3.525, 1.205, -1.959], [4.555, 2.272, -1.206], [3.714, -0.281, -1.292], [0.326, 0.014, -0.332], [0.790, 0.666, 0.951], [-2.410, 6.008, 7.416], [-1.871, 6.005, 5.545], [-1.357, 4.565, 6.793], [-4.405, 4.868, 6.907], [-4.004, 5.122, 5.082], [-2.333, 2.728, 6.108], [-4.028, 2.403, 6.870], [-4.514, 3.234, 4.119], [-1.919, 4.197, 3.829], [2.961, 5.017, 5.040], [3.251, 4.400, 7.794], [2.321, 1.974, 8.938], [1.008, 0.075, 7.143], [0.743, 0.697, 4.466], [-3.629, -0.410, 3.460], [-3.257, -2.766, -0.633], [-3.014, -3.578, -2.316], [-1.649, -4.407, 0.569], [-2.678, -5.395, -0.663], [-0.606, -5.203, -2.413], [0.222, -7.362, -1.506], [-1.523, -7.251, -0.716], [-0.031, -6.849, 0.367], [1.768, -5.348, -0.645], [0.726, -4.196, 0.426], [1.307, -3.625, -1.357], [-1.026, -3.481, -4.369], [-0.981, -1.958, -5.477], [-4.412, -0.788, -4.827], [-2.678, -0.036, -4.691], [-3.587, -0.696, -3.133], [1.697, 0.995, -4.646], [-0.075, 0.703, -5.217], [0.355, 0.015, -7.240], [0.744, -1.833, -7.336], [2.126, -0.537, -7.600], [1.781, 2.375, -2.961], [1.844, 2.509, -1.082], [3.939, 1.122, -3.075], [4.292, 3.409, -1.455], [5.696, 2.064, -1.490], [4.496, 2.190, -0.028], [3.388, -0.344, -0.158], [3.149, -1.148, -1.856], [4.871, -0.566, -1.324], [1.423, 1.480, 0.793], [1.077, -3.461, -9.855], [0.867, -4.362, -10.703], [0.959, -3.937, -8.624], [1.364, -2.250, -9.986], [0.749, -4.830, -8.965]],
  "mulliken_charge": [-0.845, -0.425, -0.256, -0.432, 0.025, -0.039, 0.376, -0.413, 0.240, -0.504, 0.480, -0.428, -0.338, -0.366, -0.454, -0.002, -0.091, 0.393, -0.832, -0.226, -0.051, 0.458, -0.869, -0.593, 0.694, -1.238, -0.803, 0.098, -0.409, -0.410, -0.380, 0.117, -0.339, -0.296, -0.391, 0.129, -1.156, 0.582, -1.068, -0.991, -0.057, -0.087, 0.270, 0.250, 0.214, 0.333, 0.292, 0.121, 0.284, 0.386, 0.063, 0.298, 0.268, 0.290, 0.295, 0.239, 0.254, 0.325, 0.360, 0.147, 0.366, 0.044, 0.347, 0.346, 0.260, 0.411, 0.152, 0.037, 0.166, 0.154, 0.258, 0.149, 0.167, 0.030, 0.266, 0.246, 0.046, 0.242, 0.388, 0.302, 0.268, 0.281, 0.316, 0.197, 0.165, 0.178, 0.391, 0.322, 0.723, -0.808, -0.468, -0.730, 0.296],
  "orbital_gap_ev": 4.764,
  "total_charge": -1,
  "multiplicity": 1,
  "homo_energy_ev": -4.326
}